Below is 2 unconnected molecules or ions with the total composition C5H17N5O, with properties calculated with ωB97M-V/def2-TZVPD.

Geometry (Å):
C  -0.03179  -1.30529  -0.48885
C  -0.31876  3.19876  3.53298
C  0.24241  -3.37520  -2.07473
C  -0.79602  -0.19345  -2.56077
C  0.48947  1.91506  -1.38391
N  0.78939  3.08436  2.54513
N  -0.03623  -2.62276  -0.78458
N  -0.08157  -0.22982  -1.26162
N  -0.16748  -3.31591  0.38838
N  0.34766  0.91567  -0.66291
O  -0.08180  -0.96018  0.78359
H  0.00619  3.88378  4.30336
H  -1.24936  3.61316  3.08612
H  -0.57163  2.25773  4.06609
H  -0.67972  -3.92920  -2.12797
H  0.31706  -2.72275  -2.88941
H  1.18227  -3.98401  -1.89023
H  -0.14482  -0.29835  -3.50133
H  -1.48751  -0.96115  -2.59432
H  -1.25749  0.75579  -2.66856
H  0.52613  2.30615  2.01434
H  0.21335  1.91468  -2.44993
H  0.84950  2.79147  -0.96896
H  1.12973  3.92167  2.11323
H  -0.05235  -1.81210  1.33585
H  0.28434  -4.20205  0.40512
H  -1.08433  -3.34536  0.75505
H  1.66333  2.69930  2.97885

net charge = +2
orbital gap (alpha / beta) = 5.42 / 6.08 eV
E_HOMO (alpha / beta) = -11.38 / -16.23 eV
spin multiplicity = 3

***

Below is 2 unconnected molecules or ions with the total composition C5H17N5O2, with properties calculated with ωB97M-V/def2-TZVPD.

Geometry (Å):
C  0.71995  -0.06029  -0.17577
C  0.22825  0.40850  0.96268
C  1.87918  -1.91594  -2.26062
C  0.43363  -1.49905  -2.39059
C  0.64331  1.75723  2.82424
N  -0.02553  -0.84508  -3.54430
N  -0.57552  2.18018  2.89726
N  1.49060  1.63790  3.86453
N  -0.58246  -2.66479  -2.27259
N  -2.66007  1.90386  1.30015
O  -0.13178  -0.80707  -0.91187
O  1.01316  1.09108  1.77550
H  1.63520  0.33290  -0.50086
H  -0.86074  0.01137  1.21409
H  2.37900  -1.42325  -3.05239
H  2.25845  -1.57276  -1.17959
H  2.03788  -2.99000  -2.27753
H  0.65628  -0.52875  -4.25869
H  -0.82026  -0.15422  -3.47011
H  -1.29455  2.02407  2.12319
H  -0.99982  2.75856  3.61283
H  1.41129  2.25455  4.62104
H  2.43390  1.15804  4.02197
H  -1.12219  -3.02799  -3.09812
H  -0.24541  -3.53129  -1.73743
H  -1.22947  -2.27271  -1.53176
H  -2.89410  2.86596  1.17769
H  -2.50412  1.55764  0.36058
H  -3.27406  1.35132  1.90648

relative energy (zero: lowest compared OMol25 entry of this formula, charge and spin) = 37.92 kcal per mole
net charge = +2
orbital gap = 9.57 eV
E_HOMO = -15.26 eV

***

Below is 3 unconnected molecules or ions with the total composition C5H17NO2, with properties calculated with ωB97M-V/def2-TZVPD.

Geometry (Å):
C  2.67144  1.36653  -1.24708
C  1.47939  0.82068  -0.53977
C  0.14301  0.73832  -1.26957
C  -0.40371  1.99300  -1.98367
N  -0.56361  3.17372  -1.12489
C  0.10640  4.38949  -1.47475
H  2.86198  0.86382  -2.19582
H  3.58913  1.22359  -0.64134
H  2.79084  2.43769  -1.43274
H  1.62215  -0.18938  -0.12765
H  1.22288  1.46124  0.32295
H  0.13809  0.06286  -2.15827
H  -0.63281  0.30458  -0.63214
H  0.26764  2.20011  -2.81959
H  -1.39490  1.81379  -2.38784
H  -0.59943  2.99397  -0.13821
H  1.18598  4.40327  -1.37148
H  -0.17123  4.91099  -2.40208
H  -0.12109  5.23979  -0.79360
O  -0.87838  -6.35384  2.49855
H  -0.92778  -5.46126  2.86485
H  -1.43476  -6.29249  1.70305
O  -2.04467  -4.23980  3.88382
H  -1.98305  -4.35641  4.82464
H  -2.88984  -4.61654  3.63010

relative energy (zero: lowest compared OMol25 entry of this formula, charge and spin) = 32.38 kcal per mole
orbital gap = 8.93 eV
E_HOMO = -8.23 eV
SMILES string = CCCCNC.O.O

***

Below is 3 unconnected molecules or ions with the total composition C5H17NO2, with properties calculated with ωB97M-V/def2-TZVPD.

Geometry (Å):
C  1.26648  -1.38286  -1.99148
N  1.15997  -0.73943  -0.67993
C  0.21193  -1.43088  0.23029
C  -0.82637  -0.51645  0.86203
C  -0.92060  -0.69603  2.38436
C  -2.23182  -0.69088  0.24855
H  2.01903  -0.88440  -2.59354
H  1.61728  -2.41267  -1.85096
H  0.30238  -1.43731  -2.48930
H  2.06414  -0.79991  -0.23447
H  -0.26572  -2.25628  -0.30617
H  0.81581  -1.94047  0.98925
H  -0.57793  0.53410  0.71074
H  -0.11600  -0.16894  2.90039
H  -1.87481  -0.41034  2.82532
H  -0.81448  -1.74684  2.67423
H  -2.25032  -0.27951  -0.76178
H  -2.47696  -1.74562  0.06027
H  -3.00399  -0.37595  0.93708
O  -0.66116  2.53989  -1.03014
H  -0.47218  1.72944  -1.51521
H  0.12099  3.08360  -1.17618
O  1.77952  2.22640  0.27249
H  0.93040  2.41071  0.69316
H  1.75759  1.32626  -0.07281

relative energy (zero: lowest compared OMol25 entry of this formula, charge and spin) = 20.45 kcal per mole
orbital gap = 10.22 eV
E_HOMO = -9.44 eV
SMILES string = CNCC(C)C.O.O

***

Below is 4 unconnected molecules or ions with the total composition C5H17NO2, with properties calculated with ωB97M-V/def2-TZVPD.

Geometry (Å):
C  -1.36341  0.65420  -2.80319
C  -0.87510  0.01429  -1.48286
C  -0.02810  -1.26907  -1.60766
C  0.83660  -1.65192  -0.40572
N  0.09531  -1.68001  0.90467
C  0.90079  -1.02230  1.94918
H  -2.42308  0.54753  -2.98000
H  -0.87890  0.23955  -3.70471
H  -0.91424  1.64264  -2.75042
H  -0.24735  0.80913  -1.02087
H  -1.60604  -0.18676  -0.68539
H  -0.54910  -2.21922  -1.82508
H  0.58939  -1.12724  -2.49925
H  1.41405  -2.56402  -0.61091
H  1.47025  -0.77407  -0.25139
H  -0.19354  -2.59268  1.25546
H  1.93340  -1.35710  2.10436
H  1.04430  0.01795  1.69581
H  0.39287  -1.06840  2.89593
H  -0.68690  0.34992  1.05583
H  1.21773  2.25184  -0.17803
O  0.72552  1.56622  0.29773
H  -0.52181  1.92087  3.07146
H  -0.00195  2.13477  1.68299
O  -0.31572  2.63520  2.46143

relative energy (zero: lowest compared OMol25 entry of this formula, charge and spin) = 159.48 kcal per mole
net charge = +1
orbital gap (alpha / beta) = 8.58 / 6.52 eV
E_HOMO (alpha / beta) = -14.72 / -14.50 eV
spin multiplicity = 2

***

Below is 4 unconnected molecules or ions with the total composition C5H17NO4S, with properties calculated with ωB97M-V/def2-TZVPD.

Geometry (Å):
C  0.56765  3.03191  -0.56398
C  1.60416  2.12606  -1.22240
N  1.43383  0.70389  -1.05626
C  0.25882  0.02642  -1.10698
O  -0.81264  0.60447  -1.08668
C  0.39521  -1.45883  -0.92199
C  1.72722  -2.13644  -0.66238
S  2.34994  -1.97253  1.10042
H  0.04995  2.55429  0.24878
H  1.03928  3.98689  -0.33196
H  -0.20205  3.33388  -1.24842
H  1.77550  2.46869  -2.25260
H  2.58003  2.37424  -0.81020
H  2.28293  0.17586  -0.96899
H  -0.23360  -1.68912  -0.10048
H  -0.09927  -2.03431  -1.70195
H  2.49935  -1.85229  -1.37360
H  1.57222  -3.20601  -0.63003
H  1.20728  -1.50631  1.57813
O  -2.99111  -0.87928  -0.45932
H  -3.30793  -0.54758  -1.30430
H  -2.55014  -0.08920  -0.12009
O  -2.97813  -0.30031  2.10630
H  -2.80018  -0.55169  3.01218
H  -3.33882  -1.00542  1.56245
O  -2.09667  2.40413  1.60923
H  -2.90076  1.88518  1.69488
H  -1.36199  1.78667  1.57690

relative energy (zero: lowest compared OMol25 entry of this formula, charge and spin) = 29.96 kcal per mole
orbital gap = 9.86 eV
E_HOMO = -9.34 eV
SMILES string = CCNC(=O)CCS.O.O.O